a.
Density functional theory data (wB97M-V/def2-TZVPD) for 6 unconnected molecules or ions with the total composition C17H34N2O16S.

Summary:
LUMO level (eV): -0.56
Frontier orbital gap (eV): 7.89

Geometry as XYZ:
```
70
C17H34N2O16S, DFT wB97M-V/def2-TZVPD
C 17.76 27.65 15.92
N 18.02 28.94 15.36
C 18.34 30.02 16.30
C 19.29 28.78 14.53
C 16.89 29.24 14.45
C 16.84 30.56 13.61
O 15.53 30.67 13.05
H 16.82 27.86 16.32
H 18.61 27.41 16.56
H 17.70 26.67 15.50
H 17.57 29.96 16.91
H 18.49 31.22 16.02
H 19.14 29.98 17.10
H 20.20 28.34 15.28
H 19.56 29.62 14.14
H 19.17 28.08 13.94
H 16.02 29.21 15.18
H 16.78 28.32 13.81
H 17.35 30.38 12.63
H 17.04 31.72 14.00
H 15.33 31.59 13.34
N 16.33 24.12 15.58
O 15.83 25.18 15.60
O 17.62 24.06 15.33
O 15.85 23.08 16.07
O 17.42 27.31 11.85
S 16.78 26.59 10.75
O 17.48 25.39 10.29
O 15.42 25.96 11.29
C 15.52 25.02 12.27
C 14.13 24.66 12.64
C 16.41 27.76 9.46
H 16.13 25.29 13.18
H 16.00 24.22 12.00
H 13.48 25.57 12.82
H 13.98 23.81 13.33
H 13.64 24.17 11.76
H 17.41 28.26 9.27
H 15.63 28.50 9.80
H 16.11 27.23 8.57
C 17.78 20.49 14.03
C 18.40 20.95 15.36
O 19.48 20.07 15.51
C 19.72 19.44 14.34
O 20.75 18.98 14.22
O 18.93 19.91 13.45
H 17.42 21.34 13.41
H 16.97 19.84 14.12
H 17.66 20.72 16.11
H 18.65 22.06 15.60
C 17.46 24.03 19.49
C 18.63 24.85 18.92
O 17.91 26.10 18.62
C 16.65 26.02 18.98
O 15.86 26.91 18.86
O 16.39 24.95 19.63
H 17.93 23.65 20.34
H 17.12 23.06 19.06
H 18.83 24.12 17.95
H 19.43 25.08 19.45
C 12.60 25.83 17.63
C 12.63 24.66 16.80
O 11.26 24.41 16.62
C 10.58 25.14 17.45
O 9.32 25.05 17.61
O 11.28 26.00 18.18
H 12.80 26.82 17.23
H 13.18 25.77 18.48
H 12.98 23.84 17.25
H 13.06 24.80 15.78
```

Löwdin population analysis, charges in e, atoms 1 to 4: atom 1 (C): -0.0253, atom 2 (N): -0.3574, atom 3 (C): -0.0180, atom 4 (C): 0.0624

---

b.
Density functional theory data (wB97M-V/def2-TZVPD) for 6 unconnected molecules or ions with the total composition C17H34N2O16S.

Summary:
LUMO level (eV): -0.97
Frontier orbital gap (eV): 8.23

Geometry as XYZ:
```
70
C17H34N2O16S, DFT wB97M-V/def2-TZVPD
C -4.77 -2.13 1.40
N -3.74 -3.09 2.00
C -4.44 -3.75 3.11
C -3.14 -4.00 0.96
C -2.56 -2.38 2.64
C -1.89 -1.23 1.84
O -0.46 -1.09 2.22
H -5.64 -2.59 1.01
H -4.39 -1.74 0.46
H -5.14 -1.37 2.10
H -3.77 -4.63 3.35
H -5.19 -4.06 2.77
H -4.69 -3.35 4.06
H -3.97 -4.46 0.61
H -2.09 -4.48 1.36
H -2.57 -3.53 0.12
H -1.97 -3.01 3.01
H -2.96 -1.86 3.57
H -2.57 -0.39 1.85
H -2.00 -1.44 0.67
H -0.08 -0.30 1.85
N 0.67 1.46 0.10
O 1.35 0.52 0.65
O 1.31 2.58 -0.16
O -0.56 1.47 0.09
O 4.64 0.99 -0.93
S 5.19 2.23 -0.61
O 6.60 2.35 -0.25
O 4.81 3.30 -1.90
C 3.60 2.95 -2.53
C 3.14 4.20 -3.20
C 4.31 2.88 0.79
H 2.97 2.47 -2.00
H 3.93 2.21 -3.36
H 2.85 4.77 -2.44
H 2.06 4.14 -3.72
H 3.77 4.63 -3.96
H 3.52 3.44 0.42
H 5.18 3.57 1.37
H 4.05 2.05 1.39
C 0.45 2.31 3.58
C -0.90 3.07 3.21
O -1.50 3.31 4.44
C -0.72 2.79 5.38
O -1.05 2.97 6.64
O 0.43 2.15 4.94
H 1.23 2.95 3.34
H 0.45 1.47 2.98
H -1.38 2.36 2.49
H -0.64 4.00 2.54
C 3.50 -1.25 -3.17
C 2.38 -1.30 -2.09
O 1.44 -2.21 -2.50
C 1.92 -2.92 -3.57
O 1.35 -3.87 -4.02
O 3.17 -2.43 -3.89
H 4.63 -1.45 -2.79
H 3.41 -0.55 -4.08
H 1.83 -0.27 -1.77
H 2.60 -1.62 -1.05
C -1.72 -0.98 -2.14
C -1.27 0.17 -3.16
O -1.93 -0.11 -4.45
C -2.48 -1.31 -4.38
O -2.99 -1.86 -5.38
O -2.42 -1.75 -3.14
H -2.29 -0.44 -1.33
H -1.05 -1.78 -1.50
H -0.23 0.13 -3.33
H -1.56 1.13 -2.52
```

Löwdin population analysis, charges in e, atoms 1 to 4: atom 1 (C): 0.0411, atom 2 (N): -0.3080, atom 3 (C): 0.0184, atom 4 (C): 0.0401

---

Short version: a is the most stable of them.

---

a.
Density functional theory data (wB97M-V/def2-TZVPD) for a gas-phase ion, C5H11O (charge -1).

Summary:
LUMO level (eV): 3.93
Frontier orbital gap (eV): 5.76
Structure (SMILES): CC(C)CC[O-]
Charge: -1

Geometry as XYZ:
```
17
C5H11O, DFT wB97M-V/def2-TZVPD
C 1.35 -1.56 0.48
O 2.08 -2.08 -0.50
C 0.88 -0.03 0.12
C -0.51 0.15 -0.42
C -0.43 1.60 -0.97
C -1.54 -0.01 0.70
H 0.52 -2.22 0.83
H 2.08 -1.47 1.30
H 1.64 0.27 -0.66
H 1.11 0.60 0.97
H -0.60 -0.58 -1.30
H -1.36 1.98 -1.40
H 0.14 2.20 -0.21
H 0.30 1.57 -1.76
H -1.20 -0.81 1.46
H -2.47 -0.50 0.30
H -1.99 0.91 1.07
```

Löwdin population analysis, charges in e, atoms 1 to 4: atom 1 (C): -0.5455, atom 2 (O): -0.3910, atom 3 (C): -0.2309, atom 4 (C): -0.4597

---

b.
Density functional theory data (wB97M-V/def2-TZVPD) for a gas-phase ion, C5H11O (charge -1).

Summary:
LUMO level (eV): 4.06
Frontier orbital gap (eV): 6.21
Structure (SMILES): CC(C)CC[O-]
Charge: -1

Geometry as XYZ:
```
17
C5H11O, DFT wB97M-V/def2-TZVPD
C 0.50 1.57 1.37
O 0.01 2.53 0.58
C 0.74 0.17 0.69
C -0.31 -0.11 -0.37
C 0.29 -0.24 -1.75
C -1.15 -1.34 0.00
H -0.07 1.31 2.29
H 1.54 1.88 1.69
H 1.73 0.01 0.24
H 0.71 -0.60 1.48
H -1.02 0.71 -0.28
H -0.53 -0.54 -2.42
H 1.07 -0.99 -1.83
H 0.58 0.76 -2.07
H -2.14 -1.39 -0.47
H -0.74 -2.33 -0.24
H -1.20 -1.40 1.09
```

Löwdin population analysis, charges in e, atoms 1 to 4: atom 1 (C): -0.5485, atom 2 (O): -0.3609, atom 3 (C): -0.2087, atom 4 (C): -0.4665

---

Short version: b is the most stable of them.

---

a.
Density functional theory data (wB97M-V/def2-TZVPD) for 2 unconnected molecules or ions with the total composition C2H9N2S2.

Summary:
LUMO level (eV): -4.33
Frontier orbital gap (eV): 9.66
Charge: +1

Geometry as XYZ:
```
15
C2H9N2S2, DFT wB97M-V/def2-TZVPD
C 1.32 -0.36 -0.38
C 0.40 0.44 0.49
N 0.30 0.21 1.79
N -1.52 -1.13 0.02
S -0.04 2.03 -1.99
S -0.48 1.84 0.00
H 2.41 -0.16 -0.36
H 0.93 -1.41 -0.28
H 0.94 -0.13 -1.34
H 0.86 -0.55 2.23
H -0.56 0.43 2.14
H -1.62 -1.45 -0.96
H -1.52 -2.14 0.42
H -2.38 -0.73 0.24
H 0.97 3.10 -2.03
```

Löwdin population analysis, charges in e, atoms 1 to 4: atom 1 (C): -0.0720, atom 2 (C): -0.7138, atom 3 (N): 0.1314, atom 4 (N): 0.0088

---

b.
Density functional theory data (wB97M-V/def2-TZVPD) for 3 unconnected molecules or ions with the total composition C2H9N2S2.

Summary:
LUMO level (eV): -9.01
Frontier orbital gap (eV): 2.89
Charge: +1

Geometry as XYZ:
```
15
C2H9N2S2, DFT wB97M-V/def2-TZVPD
C 1.15 0.91 1.80
C 1.15 1.74 0.65
N 0.17 1.40 -0.37
N 2.11 0.92 2.72
H 0.29 0.21 1.85
H 1.91 2.51 0.36
H 0.42 1.53 -1.41
H -0.12 0.40 -0.26
H -0.73 1.87 -0.26
H -0.80 -0.67 -2.79
H 1.83 0.22 3.41
S -2.23 -4.08 -1.26
S -1.55 -0.46 -1.68
H -0.98 -3.63 -1.11
H -2.65 -2.87 -1.65
```

Löwdin population analysis, charges in e, atoms 1 to 4: atom 1 (C): -0.1748, atom 2 (C): 0.0727, atom 3 (N): 0.0630, atom 4 (N): 0.2153

---

Short version: a is the most stable of them.

---

a.
Density functional theory data (wB97M-V/def2-TZVPD) for a gas-phase ion, C5H11NO2 (charge +1).

Summary:
LUMO level (spin up / spin down) (eV): -3.43 / -8.41
Frontier orbital gap (spin up / spin down) (eV): 11.00 / 5.94
Multiplicity: 2
Charge: +1

Geometry as XYZ:
```
19
C5H11NO2, DFT wB97M-V/def2-TZVPD
C -0.29 1.35 0.74
C -0.78 1.22 2.20
O -1.25 -0.09 2.44
C -0.60 -0.06 -0.02
N 0.12 -0.08 -1.25
C 0.66 -1.44 -1.64
C 2.12 -1.20 -2.12
O 2.64 -2.00 -2.84
H 0.77 1.54 0.66
H -0.80 2.12 0.15
H -0.01 1.61 2.87
H -1.60 1.92 2.40
H -1.73 -0.06 3.25
H -0.27 -0.87 0.62
H -1.69 -0.09 -0.22
H -0.47 0.34 -1.97
H 0.66 -2.18 -0.84
H 0.02 -1.86 -2.43
H 2.50 -0.17 -1.99
```

Löwdin population analysis, charges in e, atoms 1 to 4: atom 1 (C): -0.0675, atom 2 (C): -0.2332, atom 3 (O): -0.0597, atom 4 (C): -0.1287

---

b.
Density functional theory data (wB97M-V/def2-TZVPD) for a gas-phase ion, C5H11NO2 (charge +1).

Summary:
LUMO level (spin up / spin down) (eV): -4.29 / -8.62
Frontier orbital gap (spin up / spin down) (eV): 10.04 / 5.70
Multiplicity: 2
Charge: +1

Geometry as XYZ:
```
19
C5H11NO2, DFT wB97M-V/def2-TZVPD
C -0.76 0.35 1.45
C -1.48 1.58 0.95
O -0.45 2.59 0.74
C 0.47 -0.04 0.58
N 0.18 0.01 -0.87
C 0.23 -1.25 -1.55
C 1.58 -2.00 -1.54
O 1.67 -3.11 -2.00
H -0.32 0.52 2.43
H -1.36 -0.56 1.44
H -2.11 1.92 1.78
H -1.97 1.50 -0.01
H -0.97 3.37 0.52
H 0.84 -1.06 0.77
H 1.30 0.62 0.78
H 0.85 0.61 -1.36
H -0.49 -1.54 -2.31
H 0.39 -2.08 -0.68
H 2.42 -1.42 -1.11
```

Löwdin population analysis, charges in e, atoms 1 to 4: atom 1 (C): -0.1216, atom 2 (C): -0.2212, atom 3 (O): -0.0795, atom 4 (C): -0.1465

---

Short version: a is the most stable of them.